No. 1
The following is a quantum chemistry calculation of a gas-phase ion, C3H15N10P (charge +2), from the Open Molecules 2025 dataset.

SMILES: N=[P@@](N=C(N)N)(NC(N)=[NH2+])[NH+]=C(N)N
maximum force: 0.0947 hartree/bohr
E_LUMO: -5.91 eV
relative energy (zero: lowest compared OMol25 entry of this formula, charge and spin): 15.3 kcal/mol
E: -1011.7451 Ha
frontier orbital gap: 10.40 eV

Geometry as ORCA input:
```
! RIJCOSX wB97M-V def2-TZVPD def2/J DEFGRID3
* xyz 2 1
N -0.115 -0.794 -1.739
P -0.079 -0.238 -0.330
N 0.432 1.297 -0.271
C 0.062 2.510 0.060
N 0.359 3.471 -0.828
N -0.091 2.861 1.355
N -1.450 -0.685 0.730
C -2.650 -1.096 0.161
N -3.663 -1.641 0.865
N -2.772 -1.185 -1.187
N 1.340 -0.911 0.633
C 2.557 -1.073 0.074
N 3.456 -1.916 0.548
N 2.854 -0.237 -0.878
H -0.026 -1.728 -1.888
H 0.434 3.015 -1.695
H 0.163 4.457 -0.567
H -0.127 2.146 2.000
H -0.339 3.757 1.721
H -1.430 -0.377 1.722
H -3.501 -1.657 1.833
H -4.603 -1.743 0.519
H -3.718 -1.190 -1.436
H -2.133 -1.200 -1.971
H 1.110 -1.639 1.296
H 4.505 -1.784 0.231
H 3.497 -2.642 1.320
H 3.842 -0.256 -1.174
H 2.087 0.478 -1.107
*
```

Löwdin population analysis, charges in e, atoms 1 to 6:
1 N -0.1220
2 P 0.6265
3 N -0.0671
4 C -0.5179
5 N 0.2037
6 N 0.2074

***

No. 2
The following is a quantum chemistry calculation of 3 unconnected molecules or ions with the total composition C3H15N2O2, from the Open Molecules 2025 dataset.

maximum force: 0.1494 hartree/bohr
E_LUMO: -3.13 eV
relative energy (zero: lowest compared OMol25 entry of this formula, charge and spin): 67.9 kcal/mol
E: -382.9676 Ha
frontier orbital gap: 10.60 eV

Geometry as ORCA input:
```
! RIJCOSX wB97M-V def2-TZVPD def2/J DEFGRID3
* xyz 1 1
N 0.269 -1.059 -0.644
C -0.807 -0.525 0.244
C -2.068 -0.703 -0.466
C -0.551 0.974 0.591
N -0.068 1.757 -0.618
H 0.831 -0.343 -1.180
H -0.401 -1.542 -1.279
H 0.968 -1.657 -0.160
H -0.708 -1.164 1.155
H -2.146 0.163 -1.285
H -2.924 -0.498 0.395
H -2.319 -1.648 -0.608
H -1.667 1.364 0.896
H 0.313 1.008 1.467
H -0.722 1.881 -1.409
H 0.385 2.740 -0.444
H 0.859 0.049 2.374
H 1.330 -1.256 2.623
O 1.625 -0.465 2.215
H 2.835 0.237 -0.569
H 2.406 0.761 -1.882
O 2.562 -0.074 -1.416
*
```

Löwdin population analysis, charges in e, atoms 1 to 6:
1 N 0.1775
2 C -0.4320
3 C -0.0674
4 C -0.1940
5 N -0.0335
6 H 0.1026

***

No. 3
The following is a quantum chemistry calculation of a molecular structure, C3H15NO3, from the Open Molecules 2025 dataset.

maximum force: 0.0734 hartree/bohr
E_LUMO: -4.61 eV
relative energy (zero: lowest compared OMol25 entry of this formula, charge and spin): 214.2 kcal/mol
E: -403.4458 Ha
frontier orbital gap: 4.47 eV

Geometry as ORCA input:
```
! RIJCOSX wB97M-V def2-TZVPD def2/J DEFGRID3
* xyz 0 1
C 0.605 1.247 -1.639
C 0.030 0.125 -0.804
N 1.000 -0.950 -0.712
C 0.391 -2.263 -0.432
H -0.196 1.955 -1.857
H 0.999 0.913 -2.628
H 1.441 1.766 -1.199
H -0.856 -0.375 -1.225
H -0.175 0.416 0.229
H 1.609 -0.681 0.167
H -0.290 -2.097 0.426
H -0.155 -2.584 -1.343
H 1.117 -3.021 -0.201
H 0.634 1.926 2.376
H -2.295 -1.092 1.843
O -1.947 -0.937 0.953
H 2.721 -0.069 1.743
H -2.838 1.818 0.658
O 1.904 0.190 1.287
H -2.131 0.213 0.579
H 0.797 2.252 1.731
O -2.365 1.246 0.046
*
```

Löwdin population analysis, charges in e, atoms 1 to 6:
1 C -0.0515
2 C -0.2679
3 N 0.0624
4 C -0.0274
5 H 0.0824
6 H 0.0892

***

No. 4
The following is a quantum chemistry calculation of 4 unconnected molecules or ions with the total composition C3H15NO3S, from the Open Molecules 2025 dataset.

SMILES: C[C@H](N)CS.O.O.O
maximum force: 0.0424 hartree/bohr
E_LUMO: 0.37 eV
relative energy (zero: lowest compared OMol25 entry of this formula, charge and spin): 20.4 kcal/mol
E: -801.9172 Ha
frontier orbital gap: 9.72 eV

Geometry as ORCA input:
```
! RIJCOSX wB97M-V def2-TZVPD def2/J DEFGRID3
* xyz 0 1
C -1.102 1.500 -1.499
C 0.178 1.636 -0.681
N 1.356 1.177 -1.424
C 0.061 0.816 0.593
S 1.419 0.575 1.779
H -0.991 1.576 -2.596
H -1.758 0.645 -1.572
H -1.766 2.309 -1.141
H 0.336 2.735 -0.493
H 1.842 1.849 -2.010
H 1.187 0.382 -2.021
H -0.202 -0.195 0.305
H -0.833 1.313 1.000
H 2.416 1.210 1.077
O -1.266 -2.541 -0.637
H -0.647 -2.390 -1.357
H -0.714 -2.689 0.136
O 2.571 -2.591 0.929
H 3.451 -2.234 0.826
H 1.904 -1.898 1.001
O -2.764 -1.099 2.882
H -2.809 -0.624 2.047
H -1.869 -1.465 2.859
*
```

Löwdin population analysis, charges in e, atoms 1 to 6:
1 C -0.0851
2 C -0.5005
3 N 0.0077
4 C -0.5590
5 S 0.7119
6 H 0.0816